Molecular formula: C4H8O2
Method: DFT, ωB97M-V/def2-TZVPD

Orbital gap ... 0.3532 Ha
Energy relative to the best compared isomer or geometry (same formula, charge and spin) ... 497.84 kJ/mol
HOMO level ... -8.99 eV

Last column: Mulliken charge in e.
Cartesian coordinates (Å):
O -1.90471 1.27342 -0.98641  -0.30
C -1.16279 1.93092 -0.12027  -0.30
C 0.07313 -0.58806 0.82696  -0.43
C 0.11894 -1.09045 -0.61916  -0.19
O 1.40394 -0.48748 -0.82972  -0.39
C 1.53308 -0.20451 0.57056  -0.29
H -2.80337 1.20575 -0.62565  0.38
H -0.58429 0.27773 1.00015  0.15
H -0.15738 1.91232 -0.60409  0.17
H -0.12998 -1.32461 1.60628  0.25
H 0.16083 -2.18424 -0.70397  0.25
H -0.62719 -0.69617 -1.31606  0.20
H 2.26579 -0.86352 1.05487  0.25
H 1.81401 0.83890 0.74650  0.26

Molecular formula: C19H28N2O3S2
Method: DFT, ωB97M-V/def2-TZVPD

Orbital gap ... 0.3371 Ha
Structure (SMILES) ... CSC1(C(=O)N2C[C@H]3CSC[C@@]3(C)C2)CN(C(=O)[C@@H]2CC3(CC3)CO2)C1
Energy relative to the best compared isomer or geometry (same formula, charge and spin) ... 109.60 kJ/mol
HOMO level ... -8.78 eV

Last column: Mulliken charge in e.
Cartesian coordinates (Å):
C -0.43347 -0.80429 -0.53062  -0.82
S -0.42383 0.99001 -0.34480  -0.07
C -0.47827 1.49136 -2.08555  1.62
C 0.61125 0.79228 -2.88256  -0.73
O 0.32613 -0.15687 -3.59612  -0.68
N 1.88482 1.21853 -2.74109  0.42
C 2.40041 2.28583 -1.89752  -1.03
C 3.72164 1.70995 -1.39978  -0.32
C 3.54385 0.77129 -0.18736  -0.81
S 3.99325 -0.91945 -0.68724  -0.21
C 5.00091 -0.30449 -2.05460  -1.30
C 4.25145 0.90320 -2.61375  1.74
C 5.14932 1.75259 -3.50817  -1.88
C 2.97189 0.46742 -3.36197  -1.34
C -1.88703 1.38730 -2.72318  -0.98
N -1.97687 2.84859 -2.67127  0.22
C -3.10427 3.56145 -2.41653  0.26
O -4.21347 3.08851 -2.56067  -0.68
C -2.86510 4.97539 -1.89232  0.29
C -2.79500 4.94375 -0.33988  -0.84
C -3.97683 5.80797 0.06416  1.02
C -4.52800 5.84090 1.44959  -0.77
C -3.78847 7.03716 0.90064  -0.89
C -4.85718 5.83796 -1.16134  -0.75
O -3.93005 5.83186 -2.24393  -0.53
C -0.61311 3.03583 -2.17754  -0.84
H -0.53547 -1.21587 0.47186  0.45
H -1.28008 -1.12228 -1.13657  0.31
H 0.49370 -1.16138 -0.97625  0.17
H 2.56875 3.19609 -2.48458  0.29
H 1.71744 2.51903 -1.08384  0.46
H 4.41957 2.50805 -1.14186  0.61
H 4.17942 1.08878 0.63815  0.45
H 2.51191 0.75620 0.16250  0.23
H 5.99143 -0.01243 -1.69954  0.47
H 5.12079 -1.09546 -2.79554  0.50
H 5.47412 1.18505 -4.38217  0.43
H 4.61915 2.63710 -3.86821  0.38
H 6.03741 2.08500 -2.96756  0.48
H 2.76655 -0.59738 -3.25628  0.43
H 3.03717 0.69191 -4.43009  0.29
H -1.88241 0.98140 -3.73259  0.32
H -2.64337 0.88857 -2.11801  0.30
H -1.95709 5.38633 -2.33871  0.44
H -2.90616 3.92275 0.03346  0.30
H -1.85125 5.34213 0.03344  0.40
H -5.60140 5.91846 1.56449  0.27
H -4.03688 5.24364 2.20640  0.27
H -2.79899 7.23843 1.29029  0.26
H -4.36488 7.91701 0.64677  0.26
H -5.49968 4.95417 -1.21618  0.25
H -5.46215 6.74046 -1.24211  0.39
H -0.53117 3.56051 -1.22258  0.31
H 0.05306 3.50226 -2.90714  0.22

Molecular formula: C10H16N3O
Method: DFT, ωB97M-V/def2-TZVPD

Net charge ... +1
Orbital gap ... 0.2975 Ha
Energy relative to the best compared isomer or geometry (same formula, charge and spin) ... 469.83 kJ/mol
HOMO level ... -13.32 eV

Last column: Mulliken charge in e.
Cartesian coordinates (Å):
C 3.64420 -1.18260 -0.25579  0.30
C -1.53780 -1.09907 -0.06834  -0.43
C -0.72101 -0.81540 1.13844  -0.36
C -2.91790 -1.19728 -0.04002  1.05
C 3.33533 0.34612 -0.63734  -0.29
C 1.90725 0.59745 -0.46361  -0.06
C -3.65076 -1.40584 -1.32570  -1.44
C -3.80218 -1.12053 1.15558  -1.20
C 1.83559 3.24075 -0.11437  -1.36
C 1.46357 1.78132 0.37951  -0.66
N 2.53024 -1.75904 0.46137  -0.84
N 0.54418 -1.06222 1.20575  -0.52
N 1.55072 -1.03380 0.45718  1.20
O 4.64217 -1.82695 -0.43399  -0.41
H -0.96444 -1.09069 -0.99421  0.24
H -1.12260 -1.02779 2.12802  0.47
H 3.94813 0.86998 0.11028  0.31
H 3.50704 0.63093 -1.78586  0.33
H 1.21710 0.47078 -1.25425  0.47
H -4.53647 -1.94860 -1.21363  0.43
H -3.94799 -0.40539 -1.56666  0.41
H -2.90246 -1.59744 -2.09578  0.36
H -3.14883 -0.92105 2.01249  0.34
H -4.60026 -0.47465 0.87919  0.39
H -4.23973 -2.09758 1.32438  0.34
H 2.85450 3.32445 -0.22557  0.42
H 1.37592 3.89137 0.57472  0.40
H 1.35004 3.56044 -1.09512  0.34
H 0.39964 1.69655 0.45258  0.36
H 1.98683 1.65578 1.29075  0.44

Molecular formula: C21H23BMoN11O3
Method: DFT, ωB97M-V/def2-TZVPD

Net charge ... +2
Orbital gap (spin up / spin down) ... 0.1943 / 0.2040 Ha
<S²> ... 0.782
HOMO level (spin up / spin down) ... -14.46 / -14.46 eV
2S+1 ... 2

Last column: Löwdin spin population.
Cartesian coordinates (Å):
Mo 0.83335 0.98524 -0.72560  0.92
C 3.78841 -0.83006 0.00929  0.00
C 2.46993 -1.43767 0.32928  0.00
C 2.20051 -2.64221 0.91889  0.00
C 0.80505 -2.76124 0.94258  0.00
N 0.26369 -1.70246 0.36720  0.00
N 1.27085 -0.85272 -0.02986  0.00
B -1.24661 -1.33342 0.10840  0.00
N -1.30599 -1.08479 -1.41293  0.00
C -1.85712 -1.70548 -2.45395  0.03
C -1.49019 -1.04387 -3.61415  0.01
C -0.67243 -0.00160 -3.21626  0.02
C -0.00832 1.00810 -4.08744  0.00
N -0.55812 -0.04812 -1.85754  0.01
N -1.52892 0.06680 0.75921  0.00
C -2.43888 0.33002 1.69387  0.02
C -2.38442 1.67594 2.01647  0.00
C -1.36801 2.21045 1.24925  0.01
C -0.88237 3.61699 1.25271  0.00
N -0.84892 1.22320 0.46983  0.00
N -2.18365 -2.34278 0.62635  0.00
C -3.43770 -2.71429 0.22189  0.00
C -3.99213 -3.47035 1.21016  0.00
C -3.00599 -3.51610 2.23817  0.00
C -3.09295 -4.21944 3.55558  0.00
N -1.93683 -2.82939 1.89615  0.00
H 4.57461 -1.41265 0.48260  0.00
H 3.87061 0.19915 0.35623  0.00
H 3.96445 -0.83429 -1.06776  0.00
H 2.91587 -3.35515 1.29084  0.00
H 0.16768 -3.52256 1.36329  0.00
H -2.46628 -2.58324 -2.32034  0.00
H -1.78824 -1.28068 -4.62082  0.00
H -0.49607 1.01055 -5.05943  0.00
H 1.04168 0.76204 -4.25084  0.00
H -0.09533 2.01521 -3.68156  0.00
H -3.05625 -0.46252 2.08500  0.00
H -2.99978 2.20009 2.72653  0.00
H -1.47325 4.19226 1.96104  0.00
H -0.98350 4.08420 0.27551  0.00
H 0.16196 3.68574 1.56566  0.00
H -3.86701 -2.38302 -0.70904  0.00
H -4.96402 -3.93266 1.21147  0.00
H -4.04311 -4.73898 3.65392  0.00
H -3.00412 -3.51146 4.37878  0.00
H -2.29365 -4.95234 3.65725  0.00
O 2.30122 1.20797 -1.98453  0.00
N 3.03830 2.02135 -2.69071  0.01
C 2.67096 3.27068 -2.74682  0.00
C 1.47915 3.51905 -1.99996  0.02
N 0.64747 3.07927 -1.33378  0.00
C 3.41102 4.22989 -3.49552  0.00
N 3.98030 5.01763 -4.10447  0.00
C 3.46611 2.73088 1.86840  -0.01
O 2.51948 2.23159 0.84103  0.00
C 1.58136 1.40094 1.27385  -0.04
O 1.32343 1.00067 2.34774  -0.03
H 4.11329 3.42181 1.34230  0.00
H 4.01710 1.88460 2.26882  0.00
H 2.89228 3.22323 2.64776  0.00

Molecular formula: C4H10N2OS
Method: DFT, ωB97M-V/def2-TZVPD

Net charge ... -1
Orbital gap (spin up / spin down) ... 0.2360 / 0.2120 Ha
<S²> ... 0.757
Energy relative to the best compared isomer or geometry (same formula, charge and spin) ... 225.47 kJ/mol
HOMO level (spin up / spin down) ... -2.72 / -2.68 eV
2S+1 ... 2

Last column: Löwdin spin population.
Cartesian coordinates (Å):
N 1.33666 0.12451 -1.51243  0.11
C 0.22539 0.00069 -0.59453  0.47
C 0.08163 -1.41928 0.10861  0.03
S 0.90243 -1.77512 1.68162  0.07
C -0.91244 0.73718 -0.92566  0.11
N -1.88724 1.07982 0.11441  0.04
C -1.83703 0.72349 1.51909  0.00
O -1.09078 1.13414 -2.10953  0.14
H 1.21798 1.07297 -1.96034  0.00
H 1.27849 -0.61962 -2.28898  0.03
H 4.63741 -0.86508 0.50939  0.00
H 0.53889 -2.02071 -0.68530  0.00
H -0.92503 -1.77384 0.24332  0.00
H 4.04133 -0.49276 0.23373  0.00
H -2.07920 1.99495 -0.20240  0.00
H -2.42935 -0.07329 1.89146  0.00
H -0.82503 0.59314 1.89195  0.00
H -2.27409 1.57879 2.08558  0.00

Copy entry 1 word for word.
Molecular formula: C4H8O2
Method: DFT, ωB97M-V/def2-TZVPD

Orbital gap ... 0.3532 Ha
Energy relative to the best compared isomer or geometry (same formula, charge and spin) ... 497.84 kJ/mol
HOMO level ... -8.99 eV

Last column: Mulliken charge in e.
Cartesian coordinates (Å):
O -1.90471 1.27342 -0.98641  -0.30
C -1.16279 1.93092 -0.12027  -0.30
C 0.07313 -0.58806 0.82696  -0.43
C 0.11894 -1.09045 -0.61916  -0.19
O 1.40394 -0.48748 -0.82972  -0.39
C 1.53308 -0.20451 0.57056  -0.29
H -2.80337 1.20575 -0.62565  0.38
H -0.58429 0.27773 1.00015  0.15
H -0.15738 1.91232 -0.60409  0.17
H -0.12998 -1.32461 1.60628  0.25
H 0.16083 -2.18424 -0.70397  0.25
H -0.62719 -0.69617 -1.31606  0.20
H 2.26579 -0.86352 1.05487  0.25
H 1.81401 0.83890 0.74650  0.26